Formula: C40H45BrCaF4N2OPSi
Source: the OMol25 dataset
Level of theory: ωB97M-V/def2-TZVPD

HOMO level	-0.1519	Eh
total charge	-1
molecular weight	824.8	Da
energy relative to the best compared isomer or geometry (same formula, charge and spin)	0.251	eV
E	-6018.0396	Eh
LUMO	2.302	eV
gap between HOMO and LUMO	6.435	eV

Element x y z (Å)
Ca  0.52272  -0.39330  0.45124
C  -3.83349  -0.50769  0.33874
C  -3.35729  -1.86529  -0.18106
C  -3.29415  -2.87830  0.95816
C  -2.03890  -1.74803  -0.93167
C  -1.82031  -0.68962  -1.81466
C  -0.64143  -0.57702  -2.54104
C  0.37232  -1.52432  -2.42482
C  1.64451  -1.43225  -3.21845
C  0.16270  -2.57609  -1.53650
C  -1.01128  -2.68498  -0.80061
H  -4.72965  -0.63539  0.94939
H  -4.07955  0.19080  -0.46071
H  -3.06633  -0.03074  0.95304
H  -4.09454  -2.22942  -0.90758
H  -2.49284  -2.62914  1.65597
H  -3.13082  -3.89717  0.60227
H  -4.23271  -2.87016  1.51399
H  -2.57480  0.07346  -1.93700
H  -0.51056  0.27158  -3.20371
H  2.50646  -1.65210  -2.58896
H  1.77627  -0.43392  -3.63429
H  1.63687  -2.14408  -4.04759
H  0.94935  -3.30569  -1.38426
H  -1.11198  -3.51037  -0.10939
F  -4.72493  6.78796  -1.37620
C  -4.07903  5.85411  -0.64908
C  -4.20095  5.84348  0.73364
F  -4.96122  6.79147  1.31895
C  -3.53260  4.86624  1.44703
F  -3.70351  4.91991  2.81094
C  -2.74570  3.90492  0.87644
P  -1.05962  1.71913  2.11707
C  -2.12703  1.96299  3.61086
C  -1.59455  2.17217  4.88598
C  -2.39404  2.09138  6.01760
C  -3.74607  1.79649  5.89664
C  -4.29302  1.60598  4.63618
C  -3.48874  1.69134  3.50871
C  0.05245  3.17634  2.14771
C  -0.17589  4.31409  2.91764
C  0.69613  5.39333  2.87110
C  1.81587  5.36106  2.05328
C  2.04405  4.24423  1.26132
C  1.16235  3.17488  1.30309
C  -2.64295  3.98212  -0.46769
Br  -1.42238  2.77716  -1.51126
C  -3.28315  4.91078  -1.27178
F  -3.17662  4.95948  -2.61444
H  -0.54336  2.40583  4.99413
H  -1.95712  2.25841  6.99540
H  -4.37030  1.72726  6.77958
H  -5.35204  1.40322  4.52649
H  -3.91992  1.56570  2.52227
H  -1.05859  4.36973  3.54021
H  0.48845  6.27047  3.47244
H  2.49736  6.20259  2.02278
H  2.90693  4.20050  0.60678
H  1.36021  2.32485  0.65858
C  2.68907  1.92998  -1.99834
C  3.41274  0.99648  -1.06552
C  4.76663  1.13218  -0.82521
C  5.35763  0.23167  0.06330
C  4.62037  -0.75910  0.65511
C  3.23200  -0.88680  0.36452
N  2.67697  0.03578  -0.49686
N  2.38706  -1.79590  0.85002
Si  2.71999  -3.19465  1.77253
C  1.11854  -4.17345  1.85192
C  3.26746  -2.86355  3.53877
C  4.02331  -4.28425  0.95656
H  3.03833  1.79715  -3.02484
H  2.85732  2.97323  -1.72639
H  1.61431  1.74953  -1.97683
H  5.33300  1.92410  -1.29554
H  6.41271  0.32133  0.29787
H  5.07802  -1.44697  1.35440
H  0.27446  -3.48969  1.97482
H  1.11229  -4.86965  2.69450
H  0.96189  -4.75629  0.93967
H  2.50411  -2.29469  4.07407
H  4.19725  -2.29211  3.58918
H  3.42161  -3.80951  4.06627
H  3.81125  -4.39862  -0.10977
H  4.02319  -5.28020  1.40903
H  5.03233  -3.87733  1.04904
C  -1.21884  -1.29696  3.63321
O  -0.44263  -0.86405  2.53100
C  0.16409  0.49128  2.61427
C  1.12882  0.61633  3.75696
H  -1.08002  -2.37460  3.75643
H  -2.28071  -1.08290  3.47569
H  -0.90778  -0.79382  4.54909
H  0.69683  0.52672  4.76865
H  1.60981  1.59574  3.71069
H  1.92567  -0.13369  3.69075

***

Formula: C5H28NO10
Source: the OMol25 dataset
Level of theory: ωB97M-V/def2-TZVPD

HOMO level	-0.2027	Eh
total charge	-1
molecular weight	262.3	Da
energy relative to the best compared isomer or geometry (same formula, charge and spin)	0.536	eV
E	-1014.5212	Eh
LUMO	2.868	eV
gap between HOMO and LUMO	8.383	eV

Element x y z (Å)
C  -0.28315  -1.08889  0.16647
N  -0.86535  -0.19448  -0.80567
C  0.06419  0.89494  -1.33344
O  0.99140  0.45139  -2.24729
C  -0.01160  -0.37459  1.54587
C  -1.33635  0.04373  2.24432
C  -1.38269  -0.15466  3.73733
O  -1.55239  1.40584  1.87705
H  -0.96047  -1.90553  0.45453
H  0.65298  -1.57856  -0.10876
H  -1.10425  -0.69448  -1.65215
H  0.51815  1.37581  -0.45883
H  -0.65686  1.54612  -1.84530
H  0.57996  0.51743  1.36872
H  0.54871  -1.12702  2.11747
H  -2.06373  -0.58786  1.72308
H  -1.21070  -1.21989  3.95661
H  -0.59455  0.28560  4.35234
H  -2.33040  0.26380  4.07699
H  -2.36724  1.51618  1.37963
H  -2.54995  1.09765  -0.68036
H  -1.95244  2.42281  -0.33096
O  -2.80189  2.04907  -0.58715
H  1.29027  -1.74870  -4.29544
H  0.80949  -0.81378  -3.08134
O  0.64231  -1.69558  -3.56753
H  2.45406  1.11533  -1.97400
H  3.54276  1.95679  -2.58612
O  3.38066  1.49953  -1.73694
H  -1.06654  -2.12548  -3.57631
H  -2.68574  -2.04152  -3.37077
O  -1.84994  -2.40695  -3.06624
H  3.39142  0.95911  0.69370
H  4.52275  1.26592  -0.22603
O  4.34527  1.13543  0.73152
H  -3.86123  -2.28964  0.12844
H  -3.06524  -2.07711  -1.23198
O  -3.93762  -1.97814  -0.80002
H  4.12699  -0.72308  0.15412
H  3.18916  -0.99487  -1.03055
O  3.97643  -1.35646  -0.57759
H  1.11916  2.37662  3.06953
H  -0.27222  2.44276  3.50130
O  0.61640  2.55540  3.89172

***

Formula: C7H18NO2
Source: the OMol25 dataset
Level of theory: ωB97M-V/def2-TZVPD

HOMO level	-0.4557	Eh
total charge	+1
molecular weight	148.2	Da
energy relative to the best compared isomer or geometry (same formula, charge and spin)	2.196	eV
E	-482.4161	Eh
LUMO	-3.011	eV
gap between HOMO and LUMO	9.389	eV

Element x y z (Å)
C  -0.61032  -0.92966  -1.43241
C  -0.70991  0.60060  -1.70184
C  0.11930  1.51536  -0.70489
C  1.44370  1.48021  -0.67260
C  2.32526  0.66923  -1.51055
C  -1.22227  1.84550  1.30552
C  -0.58194  2.34721  0.24890
N  -1.31515  -1.35610  -0.19955
H  0.33097  -1.28160  -1.37403
H  -0.94126  -1.25126  -2.46031
H  -1.77095  0.83428  -1.66987
H  -0.48313  0.84341  -2.76181
H  1.91144  2.03033  0.15249
H  1.81938  -0.01276  -2.29896
H  3.32196  1.15498  -1.80527
H  2.74860  -0.14338  -0.81446
H  -1.15293  0.73865  1.62442
H  -1.67446  2.28722  2.10893
H  -0.68065  3.37687  0.11648
H  -0.89614  -2.22645  0.15266
H  -1.15338  -0.71369  0.64942
H  -2.30446  -1.21247  -0.27091
H  0.59131  -2.43858  1.77742
H  -0.45623  -3.56169  1.77084
O  -0.00614  -2.98785  1.23053
H  0.01316  -1.13241  3.25643
H  0.87955  0.22593  2.76341
O  0.45465  -0.70189  2.52000

***

Formula: C58H149N11O18
Source: the OMol25 dataset
Level of theory: ωB97M-V/def2-TZVPD

HOMO level	-0.3092	Eh
total charge	0
molecular weight	1288.9	Da
energy relative to the best compared isomer or geometry (same formula, charge and spin)	7.937	eV
E	-4255.1681	Eh
LUMO	0.227	eV
SMILES string	COC[C@H](C)N.COC[C@H](C)N.COC[C@H](C)N.COC[C@H](C)N.COCCNCCOC.COCCNCCOC.COCCNCCOC.COCCNCCOC.COCCNCCOC.COCCNCCOC.COCCNCCOC
gap between HOMO and LUMO	8.640	eV

Element x y z (Å)
C  -3.16744  -7.49716  1.35674
O  -3.65588  -6.60936  2.33493
C  -2.60243  -6.38154  3.39287
C  -3.19245  -5.49919  4.48153
C  -2.22510  -5.10546  5.65903
N  -4.32227  -6.28268  4.93110
H  -3.95197  -7.60553  0.60782
H  -2.79070  -8.44043  1.75224
H  -2.32310  -7.03747  0.84304
H  -2.31595  -7.36448  3.76685
H  -1.67678  -5.93644  3.02796
H  -3.75382  -4.63448  4.12765
H  -2.72468  -4.64371  6.51068
H  -1.45535  -4.44897  5.25332
H  -1.72611  -6.00487  6.01984
H  -4.78238  -6.47256  4.05228
H  -3.98227  -7.15613  5.30739
C  0.14721  -2.36318  -7.55581
O  1.37464  -2.87865  -6.90946
C  1.26205  -2.74213  -5.47910
C  2.63134  -2.51482  -4.88131
C  3.71855  -3.56632  -5.21645
N  2.60323  -2.41015  -3.45362
H  0.05108  -1.32681  -7.23210
H  -0.79865  -2.79485  -7.22850
H  0.31917  -2.37299  -8.63211
H  0.68998  -1.88246  -5.13008
H  0.78147  -3.66545  -5.15568
H  2.95438  -1.52370  -5.19979
H  3.73837  -3.75303  -6.29017
H  3.62006  -4.56590  -4.79310
H  4.74976  -3.32622  -4.95751
H  3.58975  -2.26099  -3.29671
H  2.05030  -1.62646  -3.13707
C  4.13158  -1.51588  9.18061
O  4.84061  -2.55728  9.94801
C  5.57206  -3.55217  9.23778
C  6.97157  -3.07400  8.91707
C  7.76963  -4.24429  8.21361
N  7.55722  -2.70114  10.17544
H  3.84675  -0.69161  9.83449
H  3.23321  -1.82327  8.64532
H  4.87609  -1.20128  8.44928
H  5.67504  -4.37815  9.94154
H  5.06103  -3.91424  8.34569
H  6.87633  -2.16193  8.32787
H  7.81623  -5.13691  8.83744
H  8.78242  -3.84221  8.18716
H  7.21798  -4.40810  7.28789
H  7.73321  -3.52087  10.73860
H  6.99698  -2.06241  10.72158
C  8.88575  -0.41881  -0.72891
O  8.41412  0.51720  -1.66785
C  8.55461  1.86217  -1.25539
C  9.95462  2.46979  -1.10365
C  10.09144  4.06241  -0.82602
N  10.59500  2.24281  -2.33369
H  8.14103  -0.28066  0.05492
H  9.86383  -0.14015  -0.33675
H  8.95791  -1.48210  -0.95769
H  7.99114  2.37475  -2.03505
H  7.92595  2.14942  -0.41256
H  10.50760  1.93777  -0.32952
H  9.56883  4.43742  0.05396
H  9.66594  4.62797  -1.65499
H  11.09522  4.48440  -0.77643
H  10.04064  2.64267  -3.07727
H  10.41663  1.26269  -2.49992
C  -4.92639  6.34791  5.48351
O  -5.81056  7.45114  5.34442
C  -5.67336  8.33297  6.45053
C  -6.72504  9.45636  6.26195
N  -8.03661  8.88124  6.18396
C  -9.10568  9.81185  5.76855
C  -10.41952  9.08274  5.51649
O  -11.39573  9.94065  5.01932
C  -12.65119  9.47024  5.43448
H  -5.10624  5.82559  6.42316
H  -3.87034  6.61742  5.46867
H  -5.05934  5.65789  4.65026
H  -4.69904  8.81678  6.51916
H  -5.66807  7.96051  7.47491
H  -6.49897  10.06092  5.38360
H  -6.61600  10.17689  7.07254
H  -8.05845  8.09669  5.54827
H  -8.83340  10.32422  4.84581
H  -9.25887  10.58687  6.51953
H  -10.70799  8.64684  6.47298
H  -10.38435  8.23144  4.83666
H  -12.90261  8.61599  4.80586
H  -13.46789  10.18108  5.30870
H  -12.61090  9.21785  6.49409
C  -4.99942  5.45794  -2.73885
O  -3.66116  5.82240  -2.73916
C  -2.97881  5.68597  -1.47177
C  -1.48425  5.92197  -1.85759
N  -1.05118  4.75472  -2.58579
C  0.30302  5.01043  -3.07650
C  0.71047  3.92714  -4.07476
O  0.09267  4.26059  -5.32517
C  0.66594  3.56245  -6.36042
H  -5.45543  5.49332  -3.72824
H  -5.61371  6.17579  -2.19530
H  -5.13073  4.46238  -2.31491
H  -3.12088  4.67580  -1.08773
H  -3.25685  6.48028  -0.77906
H  -0.85238  6.00377  -0.97320
H  -1.32314  6.85368  -2.39985
H  -1.60259  4.61881  -3.42101
H  0.94770  4.93847  -2.20054
H  0.49136  5.99597  -3.50234
H  0.42431  2.91585  -3.78577
H  1.77357  3.74687  -4.23419
H  0.76597  2.54099  -5.99335
H  1.66178  3.95724  -6.56182
H  -0.01519  3.63617  -7.20817
C  -9.41776  -4.74920  -5.18273
O  -9.51479  -3.46895  -5.82000
C  -10.79579  -3.09954  -6.24720
C  -11.73646  -2.72449  -5.11114
N  -11.10445  -1.77436  -4.20738
C  -11.77752  -1.50700  -2.94220
C  -10.97124  -0.42513  -2.09081
O  -9.65465  -0.74823  -1.57849
C  -9.55422  -1.94347  -0.72691
H  -9.82064  -5.60526  -5.72397
H  -9.91525  -4.69739  -4.21427
H  -8.35549  -4.80398  -4.94467
H  -11.34093  -3.86133  -6.80449
H  -10.74620  -2.35023  -7.03726
H  -12.04163  -3.64295  -4.60973
H  -12.62629  -2.26653  -5.54310
H  -10.09626  -1.83251  -4.19070
H  -12.08560  -2.44529  -2.48089
H  -12.78452  -1.10774  -3.06320
H  -11.63760  -0.15049  -1.27310
H  -10.71591  0.42234  -2.72697
H  -8.59065  -1.95072  -0.21743
H  -9.68437  -2.89215  -1.24766
H  -10.32466  -2.07115  0.03348
C  -3.20178  0.01013  -2.02440
O  -2.36209  0.31791  -0.96464
C  -1.95025  -0.79354  -0.15480
C  -1.05639  -0.34381  1.06137
N  -0.03465  0.57662  0.62023
C  0.78936  1.09192  1.75530
C  1.85203  0.04625  2.23894
O  1.16344  -1.09423  2.87718
C  1.90095  -2.32251  2.76545
H  -2.80615  -0.86144  -2.54589
H  -3.29822  0.82871  -2.73764
H  -4.13043  -0.18240  -1.48715
H  -1.47938  -1.58870  -0.73279
H  -2.81014  -1.29700  0.28702
H  -0.65410  -1.26779  1.47674
H  -1.68217  0.28195  1.69771
H  -0.54215  1.28607  0.11110
H  0.15558  1.35950  2.60077
H  1.33626  2.01597  1.56787
H  2.57885  0.36360  2.98668
H  2.44241  -0.16383  1.34707
H  2.24249  -2.58656  1.76459
H  1.27509  -3.02933  3.31025
H  2.84105  -2.37890  3.31419
C  3.97880  -8.36809  0.37205
O  4.51149  -8.65313  1.67620
C  4.92049  -10.03981  1.84892
C  6.15742  -10.45864  1.01736
N  7.45955  -10.16463  1.54026
C  7.68707  -8.69750  1.67834
C  9.11554  -8.44543  2.26481
O  9.35037  -7.05678  2.20954
C  10.61558  -6.67553  2.75007
H  3.35881  -7.47290  0.42038
H  3.38914  -9.11334  -0.16182
H  4.80618  -8.24102  -0.32609
H  4.13107  -10.76810  1.66313
H  5.21005  -10.18738  2.88934
H  5.90194  -10.28423  -0.02782
H  6.04157  -11.54246  1.02174
H  8.19103  -10.69815  1.09261
H  7.09383  -8.23496  2.46715
H  7.65669  -8.16046  0.73030
H  9.93355  -8.93484  1.73619
H  9.16713  -8.78041  3.30078
H  10.66007  -5.60447  2.55270
H  11.35076  -7.30656  2.25065
H  10.66123  -6.89961  3.81581
C  12.99569  -0.17930  10.92715
O  13.61093  -0.72114  9.73428
C  12.75507  -0.83267  8.63160
C  12.45848  0.52813  7.96755
N  11.13740  0.59898  7.26757
C  10.88246  1.95746  6.78732
C  9.38547  2.04616  6.38558
O  9.09269  3.11649  5.47444
C  9.19469  4.40149  5.94841
H  13.68256  -0.32841  11.76027
H  12.04848  -0.61111  11.25029
H  12.80411  0.88852  10.82148
H  11.87489  -1.35461  9.00705
H  13.21398  -1.51488  7.91600
H  13.28177  0.80668  7.30975
H  12.51233  1.28421  8.75084
H  10.47066  0.24963  7.94100
H  11.43827  2.13471  5.86658
H  11.12514  2.71991  7.52752
H  8.71777  2.05371  7.24711
H  9.03370  1.15888  5.85920
H  9.58700  4.42404  6.96510
H  8.17660  4.77167  6.06916
H  9.60609  5.11318  5.23263
C  -10.46858  4.68583  -14.22507
O  -10.17926  3.55391  -15.02212
C  -9.06190  3.76113  -15.96734
C  -7.68782  3.28037  -15.54018
N  -7.20194  3.77598  -14.29199
C  -7.25611  2.71096  -13.25363
C  -6.87288  3.27173  -11.90828
O  -7.57593  4.43351  -11.67248
C  -7.26730  4.97397  -10.39433
H  -9.73820  5.01417  -13.48559
H  -11.32118  4.52506  -13.56528
H  -10.62318  5.54842  -14.87325
H  -9.12869  4.76239  -16.39292
H  -9.32456  3.20379  -16.86650
H  -7.01501  3.56873  -16.34780
H  -7.59371  2.20880  -15.71621
H  -7.63545  4.60470  -13.91070
H  -6.45773  2.02682  -13.54111
H  -8.18257  2.13831  -13.21065
H  -5.80318  3.47806  -11.94389
H  -7.05335  2.57475  -11.08990
H  -7.84183  5.87405  -10.17554
H  -6.21240  5.24049  -10.32923
H  -7.47636  4.32754  -9.54197